{
  "formula": "C26H31NO4P",
  "method": "ωB97M-V/def2-TZVPD",
  "elements": ["O", "N", "O", "C", "C", "O", "P", "O", "H", "H", "H", "H", "H", "H", "H", "C", "C", "C", "C", "C", "C", "H", "H", "H", "H", "H", "H", "C", "C", "C", "C", "C", "C", "H", "H", "H", "H", "H", "H", "C", "C", "C", "C", "C", "C", "H", "H", "H", "H", "H", "H", "C", "C", "C", "C", "C", "C", "H", "H", "H", "H", "H", "H"],
  "xyz": [[-3.9682, 0.4073, 1.3084], [-4.0708, -0.6289, 0.7750], [-3.2259, -1.5960, 1.3433], [-1.8211, -1.2640, 1.0165], [-1.0799, -2.5840, 0.9512], [0.2685, -2.2673, 1.1086], [0.5128, -0.8797, 2.1687], [-1.2389, -0.4707, 1.9333], [-1.8598, -0.7896, 0.0209], [-1.2287, -3.0765, -0.0157], [-1.4556, -3.2556, 1.7380], [1.9198, -1.1576, 2.2932], [0.1378, -1.7039, 3.2980], [0.6243, 0.2815, 3.0237], [0.8086, -0.0525, 1.0055], [5.0307, 1.7993, 1.4746], [3.6907, 2.0987, 1.2726], [2.8484, 2.2950, 2.3571], [3.3484, 2.1920, 3.6469], [4.6894, 1.8967, 3.8516], [5.5310, 1.6990, 2.7651], [5.6803, 1.6288, 0.6253], [3.2974, 2.1656, 0.2665], [1.7994, 2.5052, 2.1978], [2.6868, 2.3297, 4.4920], [5.0765, 1.8086, 4.8592], [6.5743, 1.4542, 2.9248], [-0.7074, 1.9563, -0.5881], [-2.0617, 2.1237, -0.8425], [-2.4837, 2.6551, -2.0535], [-1.5507, 3.0315, -3.0100], [-0.1958, 2.8688, -2.7550], [0.2241, 2.3289, -1.5467], [-0.3868, 1.5057, 0.3440], [-2.7804, 1.8258, -0.0933], [-3.5420, 2.7808, -2.2491], [-1.8787, 3.4471, -3.9551], [0.5334, 3.1543, -3.5034], [1.2801, 2.1861, -1.3547], [4.9451, -3.5970, -0.4504], [6.3087, -3.3304, -0.4386], [6.8161, -2.3475, 0.4014], [5.9558, -1.6413, 1.2314], [4.5956, -1.9096, 1.2208], [4.0858, -2.8859, 0.3776], [4.5499, -4.3599, -1.1098], [6.9754, -3.8855, -1.0876], [7.8777, -2.1310, 0.4051], [6.3402, -0.8734, 1.8898], [3.9212, -1.3605, 1.8652], [3.0194, -3.0789, 0.3730], [-7.6128, -0.7108, -1.7310], [-8.3950, -0.9695, -2.8479], [-7.9859, -0.5298, -4.0990], [-6.7921, 0.1652, -4.2317], [-6.0108, 0.4232, -3.1139], [-6.4213, -0.0116, -1.8615], [-7.9286, -1.0570, -0.7553], [-9.3231, -1.5176, -2.7438], [-8.5955, -0.7318, -4.9709], [-6.4681, 0.5030, -5.2081], [-5.0747, 0.9567, -3.2186], [-5.8098, 0.1816, -0.9909]],
  "forces_ev_per_a": [[-0.136, 0.479, -0.133], [-0.099, -0.404, 0.561], [0.077, -0.101, -0.572], [-0.173, 0.132, -0.022], [0.342, -0.248, -0.058], [0.088, -0.046, -0.051], [0.364, 0.377, 0.223], [-0.124, 0.132, 0.003], [-0.062, -0.016, 0.011], [-0.097, 0.003, 0.039], [0.010, 0.080, 0.052], [-0.123, -0.239, 0.137], [0.083, -0.023, -0.098], [-0.041, -0.031, -0.043], [-0.073, -0.120, 0.035], [-0.002, 0.019, -0.011], [0.004, 0.011, -0.030], [-0.026, -0.016, -0.026], [0.027, 0.015, 0.021], [-0.011, -0.007, -0.001], [-0.004, 0.011, 0.016], [0.004, -0.011, -0.002], [-0.009, -0.023, -0.001], [-0.018, -0.047, 0.001], [-0.012, -0.024, 0.003], [0.002, -0.003, 0.005], [0.008, 0.020, 0.006], [0.002, -0.029, 0.046], [0.022, 0.000, -0.025], [-0.016, 0.045, 0.019], [-0.002, -0.003, -0.030], [0.017, 0.001, -0.016], [-0.007, 0.006, -0.023], [-0.018, -0.002, 0.005], [-0.024, 0.046, -0.003], [-0.012, 0.012, -0.002], [-0.001, 0.002, -0.007], [0.005, 0.011, -0.006], [0.007, -0.020, 0.011], [0.009, 0.000, -0.002], [-0.006, 0.008, -0.018], [-0.030, -0.032, -0.026], [0.093, 0.001, 0.009], [-0.027, 0.049, 0.059], [-0.051, -0.044, -0.029], [0.001, -0.005, -0.004], [0.000, -0.002, -0.006], [0.005, -0.013, 0.012], [0.023, -0.002, 0.002], [0.005, 0.030, -0.021], [-0.012, 0.019, 0.010], [-0.022, 0.007, 0.013], [-0.017, -0.010, 0.004], [-0.012, -0.003, -0.016], [0.002, 0.005, -0.013], [0.022, 0.018, -0.009], [0.008, 0.013, 0.002], [0.003, -0.006, 0.006], [-0.007, -0.001, 0.001], [-0.001, -0.005, -0.004], [0.003, 0.003, -0.003], [0.014, -0.001, 0.006], [0.025, -0.021, -0.003]],
  "lowdin_charge": [0.043, -0.039, -0.085, -0.480, -0.252, -0.377, 0.462, -0.298, 0.135, 0.116, 0.114, -0.063, -0.012, -0.053, -0.025, -0.112, -0.087, -0.097, -0.094, -0.101, -0.123, 0.100, 0.090, 0.097, 0.100, 0.094, 0.093, -0.077, -0.082, -0.104, -0.113, -0.108, -0.086, 0.071, 0.077, 0.088, 0.092, 0.093, 0.089, -0.103, -0.117, -0.111, -0.102, -0.081, -0.072, 0.095, 0.090, 0.091, 0.080, 0.071, 0.100, -0.092, -0.107, -0.110, -0.102, -0.087, -0.082, 0.101, 0.095, 0.094, 0.097, 0.089, 0.078],
  "fmax_ev_per_a": 0.70,
  "mol_weight_g_mol": 452.5,
  "homo_energy_ev": -4.680,
  "lumo_ev": 2.69,
  "e_tot_ev": -46430.53045,
  "charge": -1
}